A 13-piece molecular cluster, C26H78O13S13 overall, computed with wB97M-V/def2-TZVPD.

Structure (XYZ):
```
130
Properties=species:S:1:pos:R:3:forces:R:3:lowdin_charge:R:1
C 2.00165 -3.79611 -3.83002 -0.08 -0.17 1.17 -0.250
S 2.58769 -2.93492 -2.33783 2.03 1.42 -0.06 0.819
O 4.09638 -3.14059 -2.09316 -2.29 -0.03 -0.55 -0.577
C 2.43516 -1.18874 -3.00657 -0.17 -1.47 -0.18 -0.225
H 0.94115 -3.54452 -3.84194 -0.04 0.25 -0.38 0.030
H 2.02596 -4.82581 -3.47331 0.29 -0.23 -0.55 0.045
H 2.52739 -3.61212 -4.76696 0.02 0.03 0.24 0.069
H 3.19113 -1.10632 -3.78748 0.24 0.13 0.25 0.062
H 2.53277 -0.46251 -2.19962 0.08 -0.18 -0.15 0.002
H 1.46089 -1.15080 -3.49386 -0.17 0.27 0.28 0.007
C 6.27809 -1.07053 -0.91512 -0.52 -0.02 0.35 -0.256
S 6.38843 0.72586 -0.69781 -1.47 0.82 -0.75 0.880
O 5.89430 1.20352 -2.06776 0.65 -0.06 1.15 -0.612
C 4.87701 1.03892 0.42600 0.12 -1.36 -0.86 -0.219
H 5.62288 -1.15451 -1.78215 -0.25 -0.18 0.28 0.024
H 5.85513 -1.51383 -0.01363 -0.09 -0.13 -0.13 0.043
H 7.20068 -1.59247 -1.16912 0.27 0.57 0.20 0.054
H 4.04259 0.51982 -0.04558 0.04 -0.13 -0.45 0.009
H 4.56514 2.08308 0.44988 0.73 0.07 0.09 0.047
H 4.95563 0.55817 1.40108 0.60 0.46 0.13 0.005
C -2.36136 -1.43762 -4.70400 -0.57 0.65 0.78 -0.234
S -1.12008 -0.07824 -4.43050 -0.04 -0.14 -0.20 0.818
O -0.99294 0.67669 -5.72893 -0.31 -0.26 0.70 -0.572
C -2.07851 0.97099 -3.25052 0.03 -0.94 -0.22 -0.257
H -3.26026 -0.96662 -5.10178 0.09 -0.06 -0.40 0.054
H -2.64462 -1.87708 -3.74758 0.26 0.44 0.11 -0.010
H -2.02495 -2.28269 -5.30465 0.42 0.56 -0.37 0.054
H -2.33384 0.36075 -2.38420 -0.07 -0.21 -0.20 -0.003
H -2.98409 1.36264 -3.71380 0.17 0.08 -0.03 0.055
H -1.43486 1.75522 -2.85202 0.18 0.03 -0.48 0.009
C -0.62847 0.58379 0.26194 -0.64 -0.10 0.08 -0.228
S 1.17013 0.15502 0.26187 -2.11 -0.35 0.39 0.852
O 1.67204 1.01108 1.36353 0.56 0.17 0.35 -0.560
C 0.91477 -1.57513 0.90006 0.63 0.51 -0.22 -0.228
H -0.94796 0.48324 1.29920 0.15 -0.35 0.13 0.034
H -1.29336 -0.00734 -0.36782 0.47 -0.55 -0.01 0.017
H -0.91140 1.61144 0.03391 0.99 0.27 -0.32 0.021
H 0.76208 -2.15969 -0.00717 -0.11 -0.18 0.12 -0.002
H 0.18423 -1.74556 1.69086 -0.37 0.54 -0.24 0.028
H 1.84976 -1.86397 1.38012 0.29 0.07 -0.30 0.028
C -3.52808 5.71604 -1.57511 1.87 0.60 0.66 -0.241
S -2.70075 4.10130 -1.86442 -2.31 0.76 -2.35 0.856
O -3.92550 3.29302 -2.27729 1.09 -0.30 0.49 -0.603
C -1.87814 4.59808 -3.49168 0.07 0.17 0.71 -0.223
H -4.28082 5.69886 -0.78697 -0.35 -0.67 -0.54 0.057
H -3.77807 6.19005 -2.52428 -0.46 -0.36 0.20 0.053
H -2.77167 6.33838 -1.09695 0.35 0.31 -0.15 0.039
H -2.46926 5.18680 -4.19318 -0.67 0.07 0.57 0.056
H -1.59952 3.71168 -4.06156 0.20 -0.17 0.53 0.031
H -1.00302 5.18170 -3.20592 0.17 -0.27 -0.13 0.028
C 3.33836 2.57493 -2.77209 -0.40 -0.42 0.47 -0.247
S 1.51402 2.64684 -3.11472 1.13 1.32 -0.05 0.835
O 1.00031 4.00095 -2.60390 0.61 -1.58 -0.65 -0.584
C 1.68773 2.77243 -4.92910 -0.37 0.30 -0.17 -0.248
H 3.48628 2.45154 -1.69925 -0.33 0.28 0.10 0.020
H 3.93057 3.42833 -3.10239 -0.47 0.15 -0.20 0.070
H 3.79504 1.66081 -3.15147 -0.28 -0.02 -0.41 0.029
H 0.70289 2.72337 -5.39362 -0.12 -0.10 0.23 0.027
H 2.27912 1.96755 -5.36561 0.06 -0.14 0.40 0.059
H 2.13240 3.72942 -5.20209 0.13 0.05 0.31 0.059
C 4.73353 -2.50073 3.54795 -0.04 0.63 0.12 -0.253
S 5.06503 -0.80987 4.24439 0.57 0.48 -2.71 0.885
O 6.06595 -0.10501 3.27505 -1.93 -1.30 1.72 -0.599
C 3.37927 -0.17858 3.81010 0.07 0.65 -0.02 -0.266
H 4.13870 -2.99839 4.31386 -0.01 -0.19 -0.12 0.047
H 5.64049 -3.05355 3.30318 0.14 0.25 0.42 0.054
H 4.16305 -2.39296 2.62543 -0.07 0.10 0.09 0.026
H 2.53895 -0.56391 4.38758 0.39 -0.34 0.43 0.028
H 3.05545 -0.27999 2.77427 0.66 -0.39 -0.19 0.010
H 3.42387 0.90246 3.94223 0.16 0.04 0.29 0.048
C -2.80472 -4.07251 -2.40591 1.79 0.14 -0.49 -0.249
S -1.37403 -3.34447 -1.45811 -2.37 1.94 0.37 0.876
O -1.14023 -1.90912 -1.96850 -0.18 -2.10 0.90 -0.606
C -2.48609 -3.26203 0.08595 0.57 0.30 -0.36 -0.209
H -2.85077 -5.08139 -1.99586 -0.53 0.06 -0.13 0.053
H -2.40576 -4.11660 -3.41931 -0.16 -0.29 -0.11 0.034
H -3.72050 -3.48287 -2.44791 0.11 -0.08 0.61 0.056
H -3.30296 -2.54408 0.01272 0.28 0.39 -0.60 0.029
H -1.88937 -2.94221 0.94021 0.10 -0.33 -0.10 0.008
H -2.98208 -4.22264 0.22498 0.55 -0.24 0.11 0.053
C 2.83108 -5.07957 1.41571 -1.24 1.28 0.24 -0.237
S 1.22733 -5.94677 1.02955 1.13 -2.01 1.94 0.833
O 1.43722 -7.42032 1.39334 -0.29 1.66 -0.93 -0.594
C 0.21932 -5.36066 2.48586 1.07 0.06 -0.96 -0.236
H 3.18227 -5.21163 2.43910 0.05 -0.81 -0.17 0.055
H 2.52385 -4.03395 1.43557 -0.19 0.33 -0.17 0.004
H 3.60219 -5.09094 0.64541 -0.21 -0.76 -0.01 0.055
H 0.75127 -5.61467 3.40271 0.09 0.05 -0.12 0.059
H -0.70458 -5.93696 2.43693 -0.01 0.29 -0.15 0.050
H 0.12627 -4.28189 2.36054 -0.38 0.02 0.29 0.009
C -1.99621 -2.21942 3.85385 0.03 0.04 -0.38 -0.248
S -0.57904 -2.44305 5.00470 1.19 1.14 -1.24 0.879
O 0.65332 -2.02196 4.16133 -1.57 -0.74 1.05 -0.603
C -0.95482 -1.02049 6.08812 -0.37 -0.09 -0.62 -0.244
H -2.98838 -2.35284 4.28501 0.22 0.15 0.45 0.065
H -1.93861 -2.93477 3.03345 0.45 -0.37 0.31 0.011
H -1.94109 -1.24939 3.35978 0.09 0.25 0.40 0.044
H -0.61370 -0.11548 5.58542 -0.03 -0.27 -0.21 0.025
H -0.51172 -1.02505 7.08398 -0.01 -0.61 -0.16 0.058
H -2.04480 -1.01382 6.09093 0.02 0.33 0.47 0.025
C -5.77804 1.73833 -0.48076 1.26 -0.86 0.44 -0.225
S -4.73173 0.22491 -0.87266 -0.45 0.74 0.62 0.846
O -4.03740 -0.23597 0.40739 -1.13 0.42 -1.17 -0.571
C -6.21471 -0.78762 -1.22421 1.24 -0.38 -0.57 -0.258
H -6.26464 1.38098 0.42678 -0.46 0.40 -0.10 0.045
H -6.41383 2.01735 -1.32100 -0.05 -0.36 0.13 0.060
H -5.11414 2.57845 -0.27697 0.03 -0.25 0.00 0.021
H -6.96966 -0.83790 -0.43959 0.14 0.08 -0.13 0.064
H -5.79244 -1.75224 -1.50581 -0.17 -0.39 0.59 0.026
H -6.55224 -0.44814 -2.20345 -0.46 0.51 0.25 0.054
C 1.44725 3.96983 2.23391 -0.06 -0.35 0.22 -0.256
S -0.06269 4.16320 1.20019 1.01 1.34 0.33 0.807
O -1.05447 4.93754 2.02145 -0.01 -0.50 -0.07 -0.585
C 0.72952 5.42051 0.10798 0.16 -1.05 -0.11 -0.243
H 1.71908 4.91170 2.71043 -0.06 0.22 -0.40 0.060
H 2.24851 3.53489 1.63650 -0.05 0.27 -0.20 0.036
H 1.32261 3.25599 3.04815 -0.57 -0.14 -0.16 0.035
H 1.02300 6.29928 0.68221 -0.33 -0.06 0.03 0.062
H 0.09635 5.61075 -0.75863 -0.21 0.22 0.34 0.024
H 1.60618 4.93634 -0.32232 0.10 0.03 0.06 0.033
C -3.97427 1.92734 2.96470 1.20 0.62 0.57 -0.233
S -3.22388 1.96010 4.64526 -1.11 -0.78 -0.38 0.861
O -3.55010 0.56301 5.15032 0.63 0.92 -0.15 -0.583
C -1.47656 2.02353 4.21843 0.45 -0.03 0.46 -0.269
H -3.43951 2.66500 2.36636 0.04 0.04 -0.16 0.045
H -5.02044 2.22886 3.01677 0.06 -0.46 0.15 0.050
H -3.75580 0.91914 2.61272 -0.47 0.07 -0.19 0.028
H -0.97883 1.87363 5.17649 -0.04 -0.30 0.08 0.039
H -1.11644 3.01278 3.93593 -0.59 0.15 -0.47 0.038
H -1.14731 1.25592 3.51809 -0.16 0.00 -0.07 0.047
```
Positions in Å, forces in eV/Å.

As for the total energy: -195690.2606 eV. As for the gap between HOMO and LUMO: 8.3 eV. The energy relative to the best compared isomer or geometry (same formula, charge and spin) is 46.8 kcal/mol.


A 2-piece molecular cluster, C4H6Cl4O overall, computed with wB97M-V/def2-TZVPD.

Structure (XYZ):
```
15
Properties=species:S:1:pos:R:3:forces:R:3:lowdin_charge:R:1
C 1.80603 -0.48151 -1.25785 -0.58 0.24 1.27 -0.090
C 0.99499 0.24848 -0.09335 -0.65 -4.43 -1.36 -0.211
C -0.37907 -0.49333 -0.11454 0.15 3.42 2.27 -0.819
C -1.65976 1.07152 1.11012 1.64 -1.64 -1.00 -1.608
O -0.40586 -1.60271 0.65170 -1.34 0.51 -0.54 -0.057
Cl -1.24017 -0.28592 -1.56867 -0.38 -1.00 -0.58 0.736
Cl -1.98520 -0.00535 2.46439 -0.61 0.41 0.12 0.574
Cl -0.78059 2.50532 1.60628 0.05 -0.27 0.03 0.534
Cl -2.99627 1.50230 0.10166 -0.35 -0.08 0.45 0.522
H 1.38795 -1.51194 -1.18303 1.51 0.24 -0.25 0.078
H 1.44387 -0.12842 -2.19243 -0.44 0.48 -0.84 0.029
H 2.90581 -0.30466 -1.30879 -0.82 -0.65 0.64 0.085
H 1.31737 -0.09257 0.86801 0.86 0.52 0.65 0.105
H 0.87810 1.26582 -0.21725 -0.15 2.07 -0.08 0.047
H -1.28718 -1.68703 1.13375 1.11 0.17 -0.77 0.078
```
Positions in Å, forces in eV/Å.

As for the total energy: -56379.7602 eV. As for the gap between HOMO and LUMO: 8.7 eV. The energy relative to the best compared isomer or geometry (same formula, charge and spin) is 56.3 kcal/mol.


A 5-piece molecular cluster, C30H72BrClFO11P2 overall, computed with wB97M-V/def2-TZVPD.

Structure (XYZ):
```
118
Properties=species:S:1:pos:R:3:forces:R:3:lowdin_charge:R:1
C -0.10005 -0.43362 -0.17070 -0.07 -0.05 -0.02 -0.118
C 0.00563 -0.43348 1.35125 -0.03 -0.01 0.10 -0.331
C 0.80855 0.76160 1.85486 0.16 -0.05 -0.12 -0.387
P 1.06777 1.17483 3.71397 -1.11 0.33 -0.14 0.467
O 1.33150 1.60199 5.37818 -0.13 0.09 0.13 -0.437
Br 3.48464 -0.04468 3.74593 0.36 -0.15 0.05 0.026
C 2.01309 2.70350 3.12155 0.33 -0.05 -0.10 -0.372
C 2.70775 3.60023 4.13203 -0.04 -0.08 -0.02 -0.268
C 3.36759 4.81726 3.48109 -0.05 0.01 -0.07 -0.211
C 3.72918 5.90025 4.51021 0.01 -0.08 0.09 -0.198
C 2.62727 6.96223 4.72031 -0.06 -0.10 0.03 -0.203
C 2.15945 7.11398 6.17394 0.10 -0.11 -0.06 -0.178
C 1.17451 6.02825 6.61260 0.00 -0.14 -0.10 -0.231
O 1.87097 4.98048 7.27063 0.20 0.27 0.21 -0.206
C 1.14228 4.37153 8.30592 -0.09 -0.19 -0.18 -0.119
C 0.50254 -0.56241 4.29544 0.24 -0.14 0.13 -0.333
C -0.97320 -0.88644 4.46123 0.00 0.32 -0.12 -0.469
C -1.26633 -2.36519 4.30656 -0.04 -0.12 0.02 -0.046
F -1.39458 -0.50184 5.75199 0.06 -0.07 0.00 -0.081
P -0.93948 2.23336 4.24918 0.25 -0.03 -0.17 0.619
O -0.48662 3.83815 4.16853 0.11 -0.13 0.11 -0.452
Cl -2.06147 2.24376 2.41449 -0.02 -0.03 0.01 0.130
H 0.89239 -0.45820 -0.62984 -0.02 0.02 0.00 0.069
H -0.66173 -1.30340 -0.52865 0.03 0.01 -0.02 0.059
H -0.61081 0.46040 -0.53310 0.05 0.01 0.00 0.062
H -1.00741 -0.42927 1.76429 0.03 0.00 0.00 0.065
H 0.48059 -1.36380 1.67429 -0.04 0.00 -0.05 0.094
H 1.82609 0.66031 1.46175 -0.03 0.01 0.03 0.048
H 0.39733 1.66567 1.39629 0.00 -0.01 0.03 0.037
H 2.09884 1.12335 5.70952 0.13 -0.03 0.02 -0.006
H 1.30430 3.28802 2.52455 -0.05 -0.01 0.10 0.068
H 2.76131 2.31529 2.42600 -0.06 0.04 -0.03 0.042
H 3.47372 3.01399 4.64922 -0.05 0.07 0.06 0.099
H 2.00251 3.93097 4.89225 -0.01 0.00 -0.01 0.072
H 4.25668 4.50459 2.92351 -0.03 -0.03 0.03 0.107
H 2.67435 5.23649 2.74036 0.09 0.05 -0.02 0.103
H 3.91384 5.40361 5.46854 0.06 0.00 -0.06 0.104
H 4.66805 6.38850 4.23390 -0.05 0.05 -0.01 0.097
H 2.95256 7.93676 4.34456 0.07 -0.05 -0.01 0.098
H 1.76189 6.67879 4.11077 -0.02 0.09 0.04 0.101
H 1.72106 8.10457 6.32619 -0.10 -0.06 -0.05 0.100
H 3.01977 7.04221 6.84673 -0.02 0.13 -0.01 0.113
H 0.39807 6.43871 7.27073 0.11 0.01 0.09 0.114
H 0.67333 5.59688 5.73893 -0.15 0.07 0.01 0.101
H 0.18843 3.96749 7.94689 0.02 -0.01 0.00 0.091
H 1.74643 3.54296 8.67288 -0.04 0.02 0.04 0.087
H 0.94492 5.07416 9.12738 0.01 0.01 -0.02 0.081
H 0.96170 -0.76546 5.26365 0.03 -0.01 -0.06 0.071
H 0.94313 -1.27439 3.60047 -0.04 0.04 0.01 0.029
H -1.60181 -0.31677 3.76832 -0.06 -0.03 0.10 0.072
H -2.17416 -2.62097 4.85599 -0.02 0.01 -0.06 0.078
H -0.43901 -2.96943 4.68456 -0.05 0.02 0.05 0.083
H -1.41689 -2.61004 3.25333 0.08 0.00 -0.01 0.062
H -1.10047 4.31504 3.60319 -0.08 0.08 -0.03 0.005
C -1.66104 1.32375 -3.63139 -0.01 -0.20 0.05 -0.098
O -0.36311 1.43322 -3.08525 0.02 0.26 -0.01 -0.196
C 0.66878 0.96975 -3.93080 0.01 -0.16 0.05 -0.202
C 1.43436 2.10265 -4.57540 0.04 0.04 -0.02 -0.197
O 0.62782 2.86316 -5.46245 -0.02 -0.02 0.00 -0.187
C 0.12687 4.05320 -4.88644 -0.02 0.00 0.01 -0.115
H -2.33427 1.87928 -2.98012 0.02 0.01 0.01 0.092
H -1.71763 1.73307 -4.64468 0.02 0.02 0.01 0.087
H -1.97809 0.27483 -3.64761 -0.08 0.03 -0.09 0.076
H 0.26739 0.30713 -4.70609 0.00 0.01 0.00 0.120
H 1.36267 0.38596 -3.31709 0.01 -0.02 -0.02 0.120
H 2.25835 1.67789 -5.15618 0.00 -0.01 0.00 0.113
H 1.85611 2.74918 -3.79789 0.01 0.00 -0.01 0.130
H 0.92537 4.79204 -4.75100 0.01 -0.01 0.01 0.087
H -0.34520 3.86628 -3.91908 -0.01 0.00 -0.01 0.084
H -0.61284 4.45825 -5.57576 0.01 0.01 0.00 0.086
C -3.40483 -5.07373 -3.53305 0.03 -0.04 0.02 -0.099
O -3.58808 -4.98353 -4.93814 0.03 0.04 -0.02 -0.186
C -4.36090 -3.86709 -5.33299 -0.05 0.01 0.04 -0.210
C -3.50822 -2.67309 -5.71460 -0.02 -0.04 0.00 -0.206
O -2.77735 -2.18767 -4.60562 0.03 0.06 0.00 -0.203
C -1.41957 -2.58763 -4.58937 0.04 0.04 0.03 -0.111
H -2.65711 -5.84557 -3.35839 -0.02 -0.02 0.01 0.094
H -3.05015 -4.12944 -3.11516 -0.01 -0.03 0.03 0.077
H -4.32886 -5.35926 -3.02254 -0.02 0.02 -0.03 0.079
H -5.04321 -3.57413 -4.52606 -0.02 -0.01 -0.01 0.125
H -4.96498 -4.16729 -6.19452 0.02 0.00 -0.01 0.123
H -4.16357 -1.86906 -6.06399 0.01 0.01 -0.01 0.125
H -2.83263 -2.94129 -6.53447 0.00 -0.01 0.01 0.126
H -0.83160 -2.02254 -5.32136 -0.02 -0.01 -0.02 0.085
H -1.31286 -3.65564 -4.79481 0.00 0.00 0.02 0.086
H -1.03474 -2.37334 -3.59313 0.03 0.02 -0.01 0.090
C -5.23584 -6.45521 2.59949 0.01 0.00 0.01 -0.117
O -5.05062 -5.06077 2.47509 -0.05 0.01 -0.05 -0.186
C -3.92552 -4.70181 1.69046 0.05 -0.02 0.02 -0.197
C -4.31905 -4.30671 0.28382 -0.02 0.06 -0.03 -0.195
O -4.89922 -5.38663 -0.43407 0.03 -0.04 0.05 -0.208
C -6.30962 -5.33386 -0.49647 0.00 0.00 0.00 -0.116
H -6.20977 -6.61034 3.06148 0.01 0.00 0.01 0.087
H -5.21398 -6.95550 1.62748 -0.02 0.00 0.00 0.082
H -4.46697 -6.89967 3.24176 0.01 0.01 -0.01 0.088
H -3.20777 -5.52872 1.65465 0.01 0.01 0.01 0.129
H -3.43663 -3.85100 2.17251 -0.01 0.00 0.01 0.118
H -3.42481 -3.98499 -0.25761 0.00 0.00 0.00 0.124
H -5.01293 -3.46030 0.31962 0.01 0.00 0.00 0.130
H -6.64544 -4.53456 -1.16778 0.01 0.01 0.01 0.087
H -6.75170 -5.17269 0.48995 0.00 -0.02 0.00 0.084
H -6.65103 -6.28991 -0.89142 0.00 0.01 -0.02 0.088
C 4.20829 -0.90600 -4.28994 -0.01 0.03 0.01 -0.105
O 3.46579 -0.88733 -5.49728 -0.04 -0.05 0.01 -0.208
C 4.22712 -0.53013 -6.63472 0.01 0.06 0.00 -0.212
C 4.62091 -1.73807 -7.45899 -0.03 -0.03 -0.03 -0.209
O 5.49515 -2.60626 -6.76227 0.02 0.03 0.03 -0.189
C 4.84760 -3.72044 -6.17848 0.00 0.00 0.01 -0.111
H 3.58954 -1.39078 -3.53701 -0.01 0.01 0.01 0.091
H 5.14272 -1.46093 -4.40166 -0.01 -0.01 0.01 0.085
H 4.43619 0.11164 -3.95464 0.02 0.00 -0.01 0.090
H 5.12457 0.02353 -6.33745 0.00 -0.01 0.00 0.128
H 3.61285 0.13092 -7.25460 0.00 0.01 0.00 0.125
H 5.14006 -1.39694 -8.35966 0.00 0.01 0.00 0.124
H 3.71806 -2.27537 -7.77120 0.01 0.00 -0.01 0.126
H 4.52379 -4.43277 -6.94594 -0.01 0.01 -0.01 0.087
H 3.97940 -3.42002 -5.58740 0.01 0.00 0.01 0.082
H 5.57197 -4.20848 -5.52895 0.00 -0.01 -0.01 0.090
```
Positions in Å, forces in eV/Å.

As for the total energy: -158658.1048 eV. As for the gap between HOMO and LUMO: 6.8 eV. As for the charge: -1. The energy relative to the best compared isomer or geometry (same formula, charge and spin) is 0.0 kcal/mol.